# 1
Formula: C21H28Cl2CoN8O3
Source: the OMol25 dataset
Level of theory: ωB97M-V/def2-TZVPD

```
63
Properties=species:S:1:pos:R:3:forces:R:3
Co 0.614 -0.080 -0.715 0.61 -1.03 0.40
C 1.525 -3.012 -0.072 -0.08 0.07 0.08
N 0.165 -3.421 -0.315 0.02 0.07 -0.09
C -0.182 -4.806 -0.097 -0.01 -0.04 -0.07
C -1.527 -4.917 -0.795 -0.01 0.02 0.01
N -1.980 -3.532 -0.884 -0.18 -0.04 0.14
C -3.035 -3.295 -1.864 0.01 -0.02 -0.13
C -0.920 -2.669 -0.660 0.07 -0.02 -0.01
N -0.947 -1.376 -0.687 0.06 0.35 0.06
C -2.134 -0.657 -1.123 -0.13 -0.03 0.07
C -2.144 0.758 -0.569 0.04 0.01 0.00
N -0.887 1.415 -0.874 0.01 0.22 -0.11
C -0.753 2.696 -0.755 -0.02 -0.02 -0.07
N 0.302 3.390 -1.271 0.00 -0.03 0.07
C 1.455 2.834 -1.945 -0.03 -0.02 -0.06
C 0.376 4.726 -0.725 -0.02 0.00 -0.06
C -1.061 4.961 -0.292 -0.02 -0.02 0.00
N -1.563 3.607 -0.086 0.02 0.08 0.16
C -2.995 3.515 0.119 0.02 0.00 0.01
H 2.190 -3.757 -0.512 0.00 -0.03 0.04
H 1.746 -2.931 0.997 0.02 0.05 0.00
H 1.754 -2.073 -0.563 0.00 0.12 -0.09
H -0.239 -5.042 0.972 -0.03 0.03 0.00
H 0.567 -5.458 -0.550 0.01 -0.01 0.05
H -2.248 -5.517 -0.240 0.02 -0.04 -0.01
H -1.414 -5.345 -1.796 0.00 0.03 -0.02
H -3.392 -4.266 -2.200 0.01 -0.01 -0.02
H -2.663 -2.753 -2.734 0.01 -0.03 0.01
H -3.886 -2.767 -1.439 -0.01 -0.06 -0.03
H -3.058 -1.127 -0.780 0.08 0.00 0.00
H -2.158 -0.603 -2.217 0.00 0.05 0.02
H -2.328 0.723 0.512 -0.02 -0.03 -0.02
H -2.997 1.260 -1.033 0.00 0.01 0.04
H 1.203 1.887 -2.414 -0.02 -0.03 0.02
H 2.291 2.677 -1.262 0.01 -0.04 0.01
H 1.758 3.534 -2.727 0.01 0.02 0.02
H 0.702 5.431 -1.490 0.03 0.01 0.02
H 1.080 4.778 0.115 -0.03 -0.02 0.03
H -1.636 5.476 -1.071 0.01 -0.02 -0.03
H -1.139 5.534 0.632 -0.01 0.03 -0.02
H -3.290 4.378 0.716 -0.01 0.00 0.01
H -3.272 2.626 0.673 -0.01 0.03 -0.01
H -3.557 3.549 -0.821 -0.01 0.01 0.00
Cl 5.510 0.739 -0.040 -0.01 0.00 0.02
C 4.265 0.527 1.145 0.05 0.05 -0.01
C 4.607 0.547 2.505 -0.01 -0.01 -0.04
C 3.660 0.385 3.478 0.01 0.01 0.05
Cl 4.128 0.421 5.157 -0.02 0.00 -0.03
C 2.307 0.182 3.128 -0.02 -0.01 0.02
C 1.243 -0.012 4.036 0.02 0.00 0.01
C -0.018 -0.238 3.561 0.00 0.00 -0.03
C -0.240 -0.267 2.173 0.06 -0.07 0.10
N 0.723 -0.060 1.305 -0.16 0.13 -0.18
C 1.987 0.164 1.756 -0.02 0.01 -0.01
C 2.954 0.353 0.713 0.01 0.04 0.03
O 2.562 0.339 -0.511 -0.31 0.02 -0.19
H 5.642 0.693 2.781 0.00 0.00 -0.01
H 1.443 0.013 5.099 0.00 -0.01 0.00
H -0.848 -0.402 4.234 0.00 0.00 0.00
H -1.217 -0.491 1.770 -0.01 0.01 -0.02
O -0.128 -2.049 -3.298 0.04 0.14 0.25
N 0.191 -0.902 -3.530 0.41 0.17 0.04
O 0.905 -0.295 -2.622 -0.46 -0.12 -0.39
```
Forces are in eV/Å.

Calculated values
2S+1: 2
HOMO-LUMO gap (alpha / beta): 0.267 / 0.268 hartree
⟨S²⟩: 0.904
Total energy: -3783.91992 Ha

These are the Löwdin partial charges, in e, on atoms 1 to 5: number 1, Co, carries 0.55; number 2, C, carries -0.02; number 3, N, carries -0.08; number 4, C, carries -0.12; number 5, C, carries -0.13

=====

# 2
Formula: C21H28N4O4
Source: the OMol25 dataset
Level of theory: ωB97M-V/def2-TZVPD

```
57
Properties=species:S:1:pos:R:3:forces:R:3
O 0.135 3.684 4.295 0.55 0.06 -0.54
O -3.337 -2.161 -1.097 0.16 0.67 0.08
O 3.368 -1.329 -3.661 -0.58 0.28 0.14
O 1.818 1.332 -1.058 0.44 -0.30 0.51
C -0.729 3.003 3.756 0.85 0.71 0.64
C -2.779 -1.307 -1.767 -0.50 -1.05 0.55
C 3.900 -1.628 -2.602 0.32 -0.08 -1.08
C 1.577 0.339 -1.733 0.29 0.53 0.67
C -1.915 2.720 4.536 -1.80 -1.54 -1.34
C -2.931 1.951 4.024 1.22 0.86 0.47
C -3.781 0.613 2.092 0.71 -0.02 -0.81
C -3.633 0.092 0.810 -0.57 -0.22 0.22
C -1.495 1.165 0.615 0.14 0.09 0.19
C -2.778 1.416 2.659 -0.31 0.15 0.75
C -2.481 0.350 0.064 0.03 0.47 1.11
C -1.611 1.707 1.909 0.23 0.11 -0.17
N -2.290 -0.127 -1.234 0.02 -0.42 -1.28
N 0.942 0.542 -2.895 -0.86 -1.00 -0.95
N -0.587 2.518 2.456 -0.94 -0.33 0.20
N 3.269 -1.552 -1.413 -0.14 0.06 0.69
C -2.599 -1.581 -3.248 0.09 0.78 -0.09
C 5.340 -2.112 -2.646 -0.28 0.17 0.36
C -4.154 1.679 4.865 0.14 -0.06 -0.28
C 0.574 -0.415 -3.942 0.58 0.30 -0.25
C 0.632 2.826 1.690 -0.02 -0.08 -0.08
C 3.817 -2.080 -0.170 0.42 -0.20 0.46
C 2.622 -2.306 0.747 -0.09 0.26 -0.43
C 1.688 -1.176 0.327 0.09 -0.08 -0.05
C 1.890 -1.085 -1.198 -0.41 0.11 -0.34
H -1.964 3.136 5.534 0.16 0.02 -0.16
H -4.690 0.377 2.635 0.19 0.13 0.04
H -4.433 -0.517 0.403 0.25 0.03 -0.01
H -0.614 1.363 0.018 0.15 0.05 0.07
H -1.680 0.417 -1.834 -0.13 -0.08 0.17
H 0.832 1.519 -3.119 0.10 0.00 0.09
H -1.696 -2.171 -3.413 -0.10 0.06 0.03
H -2.532 -0.644 -3.805 0.13 -0.12 -0.13
H -3.458 -2.143 -3.625 0.17 0.08 0.31
H 5.944 -1.523 -1.959 0.18 -0.15 0.15
H 5.380 -3.165 -2.376 0.18 -0.08 0.12
H 5.726 -1.987 -3.658 -0.22 0.01 0.11
H -5.049 2.060 4.363 0.01 -0.14 0.07
H -4.077 2.166 5.842 0.07 -0.07 -0.24
H -4.269 0.603 5.027 -0.12 0.10 -0.04
H 1.349 -0.426 -4.712 -0.07 -0.19 0.11
H -0.357 -0.108 -4.416 -0.07 0.01 0.21
H 0.471 -1.426 -3.551 0.03 0.20 0.00
H 0.376 3.268 0.722 -0.05 -0.21 0.10
H 1.211 1.913 1.524 -0.13 0.10 -0.13
H 1.285 3.541 2.200 -0.56 -0.23 0.31
H 4.344 -3.022 -0.321 0.19 0.19 -0.15
H 4.487 -1.339 0.270 0.21 -0.09 0.09
H 2.898 -2.239 1.800 -0.06 -0.19 -0.10
H 2.161 -3.269 0.523 0.07 -0.07 0.17
H 0.651 -1.397 0.584 0.00 0.25 -0.06
H 2.012 -0.262 0.827 -0.17 0.16 -0.25
H 1.217 -1.804 -1.661 -0.17 -0.03 -0.23
```
Forces are in eV/Å.

Calculated values
HOMO-LUMO gap: 0.309 hartree
Structure (SMILES): CC(=O)Nc1ccc2c(C)cc(=O)n(C)c2c1.CNC(=O)[C@@H]1CCCN1C(C)=O
Total energy: -1337.08487 Ha

These are the Löwdin partial charges, in e, on atoms 1 to 5: number 1, O, carries 0.03; number 2, O, carries 0.05; number 3, O, carries 0.05; number 4, O, carries 0.03; number 5, C, carries -0.44

=====

# 3
Formula: C21H28NO
Source: the OMol25 dataset
Level of theory: ωB97M-V/def2-TZVPD

```
51
Properties=species:S:1:pos:R:3:forces:R:3
C -6.417 -0.861 0.113 -0.08 0.00 0.07
C -5.583 -1.167 -0.949 0.04 -0.06 -0.08
C -4.376 -0.508 -1.094 -0.04 0.02 0.02
C -3.991 0.467 -0.182 -0.06 0.18 -0.02
C -4.830 0.766 0.881 0.06 0.04 -0.04
C -6.039 0.107 1.027 -0.10 -0.06 0.06
H -6.686 0.353 1.855 -0.06 0.02 0.07
H -4.544 1.525 1.596 0.04 0.09 0.05
C -2.658 1.159 -0.342 -0.19 -0.10 0.03
C -1.553 0.177 -0.079 0.26 0.04 -0.24
C -0.691 -0.235 -1.081 -0.22 0.12 0.25
C 0.318 -1.161 -0.836 0.14 -0.50 0.04
C 0.449 -1.721 0.434 -0.18 -0.02 0.00
C -0.423 -1.313 1.447 0.17 -0.09 -0.06
C -1.405 -0.384 1.190 0.18 -0.05 -0.11
H -2.082 -0.093 1.978 -0.10 0.02 0.13
H -0.316 -1.761 2.422 0.01 -0.05 0.15
O 1.425 -2.605 0.827 -0.27 0.35 0.13
C 2.305 -3.202 -0.106 0.49 -0.28 -0.20
C 3.707 -2.578 -0.044 -0.57 0.08 -0.05
C 3.802 -1.135 -0.534 0.35 -0.53 -0.20
N 2.987 -0.227 0.311 -0.17 -0.14 0.24
H 3.126 -0.502 1.291 -0.16 0.06 -0.20
C 3.259 1.234 0.177 0.15 0.49 -0.02
C 2.551 1.996 1.312 0.06 0.20 0.03
H 1.790 1.360 1.768 -0.05 -0.09 0.05
H 3.242 2.312 2.090 0.02 -0.12 0.09
C 1.867 3.181 0.629 -0.10 -0.12 -0.04
H 2.574 3.998 0.492 0.03 0.08 0.02
H 1.022 3.551 1.204 0.00 0.09 0.07
C 1.458 2.611 -0.724 0.09 0.13 0.04
H 1.221 3.384 -1.448 -0.07 0.00 -0.09
H 0.586 1.966 -0.610 -0.02 0.01 0.00
C 2.685 1.794 -1.135 -0.16 0.02 -0.06
H 3.420 2.447 -1.602 0.06 -0.06 -0.02
H 2.436 1.012 -1.849 0.07 -0.09 -0.14
H 4.343 1.364 0.224 -0.09 -0.18 0.01
H 1.972 -0.390 0.095 0.50 0.17 0.23
H 4.843 -0.808 -0.486 -0.14 0.13 0.01
H 3.466 -1.054 -1.569 -0.04 0.14 0.09
H 4.373 -3.188 -0.654 0.07 0.01 0.00
H 4.061 -2.636 0.988 0.08 -0.05 0.02
H 2.387 -4.250 0.195 -0.04 0.13 -0.11
H 1.903 -3.177 -1.122 -0.02 -0.02 0.06
H 0.931 -1.478 -1.667 0.10 -0.05 -0.02
H -0.795 0.164 -2.079 -0.02 0.07 -0.10
H -2.567 1.559 -1.354 0.04 0.06 0.05
H -2.592 1.988 0.365 0.00 0.05 -0.08
H -3.727 -0.748 -1.925 0.07 -0.04 -0.10
H -5.874 -1.919 -1.666 -0.03 -0.06 -0.06
H -7.360 -1.373 0.226 -0.09 -0.04 0.01
```
Forces are in eV/Å.

Calculated values
HOMO-LUMO gap: 0.324 hartree
Structure (SMILES): c1ccc(Cc2ccc(OCCC[NH2+]C3CCCC3)cc2)cc1
Total energy: -946.78851 Ha
Net charge: +1

These are the Löwdin partial charges, in e, on atoms 1 to 5: number 1, C, carries -0.08; number 2, C, carries -0.07; number 3, C, carries -0.04; number 4, C, carries -0.24; number 5, C, carries -0.05

=====

# 4
Formula: C21H28NO2
Source: the OMol25 dataset
Level of theory: ωB97M-V/def2-TZVPD

```
52
Properties=species:S:1:pos:R:3:forces:R:3
C -1.585 -0.221 3.307 -0.06 -0.02 0.06
N -0.658 0.554 2.494 -0.16 0.31 0.63
C -1.201 1.915 2.355 0.09 -0.06 0.11
C -0.273 2.829 1.573 -0.07 -0.02 -0.14
C 1.139 2.851 2.161 -0.10 0.03 0.03
C 1.660 1.435 2.406 0.06 -0.02 0.01
C 0.655 0.593 3.175 -0.28 0.02 -0.21
H -1.207 -1.239 3.442 -0.08 0.14 0.07
H -1.724 0.240 4.302 -0.01 -0.16 -0.19
H -2.556 -0.273 2.802 0.08 -0.03 0.13
H -2.178 1.831 1.861 0.15 0.09 0.10
H -1.364 2.338 3.367 -0.05 -0.06 -0.20
H -0.238 2.491 0.530 0.02 0.09 0.13
H -0.710 3.834 1.576 0.13 -0.11 -0.08
H 1.810 3.381 1.478 -0.03 0.02 0.17
H 1.125 3.403 3.109 0.04 -0.06 -0.09
H 1.882 0.953 1.446 0.00 0.01 0.06
H 2.593 1.463 2.980 -0.08 0.01 -0.17
H 0.523 1.012 4.193 0.03 -0.14 -0.16
H 1.007 -0.442 3.278 -0.02 0.18 0.06
C -5.285 -5.300 1.601 0.18 -0.07 -0.03
O -3.897 -5.146 1.972 0.62 0.98 -0.84
C -3.158 -4.186 1.358 -0.52 -0.05 0.57
C -1.857 -3.950 1.882 -0.32 -0.26 -0.13
C -1.138 -2.866 1.450 -0.17 0.15 -0.08
C -1.665 -1.954 0.481 -0.04 -0.06 0.25
C -0.963 -0.745 0.230 0.50 -1.02 -1.01
C -1.271 0.192 -0.802 -0.32 0.85 -0.03
C -0.199 0.855 -1.479 -0.28 -0.22 0.28
C -0.434 1.753 -2.493 -0.40 0.09 -0.25
C -1.768 2.051 -2.879 -0.22 0.26 -0.20
O -1.928 2.960 -3.877 -0.14 -0.88 0.83
C -3.263 3.225 -4.364 0.23 -0.04 0.09
C -2.849 1.425 -2.211 0.16 0.21 -0.30
C -2.598 0.538 -1.180 0.31 -0.18 -0.12
C -2.870 -2.340 -0.177 -0.08 -0.06 0.33
C -3.632 -3.398 0.280 0.05 -0.15 0.07
H -5.635 -6.106 2.245 -0.07 0.15 -0.19
H -5.856 -4.381 1.797 0.25 -0.20 0.00
H -5.383 -5.584 0.545 0.06 0.00 0.31
H -1.478 -4.625 2.648 -0.08 0.16 -0.20
H -0.138 -2.683 1.849 -0.33 0.03 0.02
H 0.015 -0.648 0.696 -0.17 -0.18 -0.37
H 0.826 0.593 -1.207 -0.27 0.19 -0.05
H 0.379 2.242 -3.026 -0.19 -0.13 0.14
H -3.119 4.010 -5.107 -0.15 -0.14 0.11
H -3.693 2.330 -4.835 0.17 0.21 0.12
H -3.924 3.579 -3.561 0.26 -0.04 -0.20
H -3.879 1.635 -2.513 0.46 -0.04 0.24
H -3.446 0.099 -0.656 0.27 0.30 -0.05
H -3.203 -1.805 -1.062 0.05 -0.14 0.27
H -4.599 -3.621 -0.182 0.51 0.07 0.11
```
Forces are in eV/Å.

Calculated values
HOMO-LUMO gap: 0.249 hartree
Total energy: -1021.96100 Ha
Net charge: +1

These are the Löwdin partial charges, in e, on atoms 1 to 5: number 1, C, carries -0.10; number 2, N, carries -0.23; number 3, C, carries -0.20; number 4, C, carries -0.17; number 5, C, carries -0.19